# 1
{"formula": "C31H55AsAuGe2N2O2Si3", "method": "wB97M-V/def2-TZVPD", "elements": ["Au", "O", "H", "H", "C", "Ge", "C", "C", "Ge", "C", "C", "C", "C", "C", "C", "C", "C", "C", "C", "C", "C", "H", "H", "H", "H", "H", "H", "H", "H", "H", "H", "H", "H", "H", "H", "H", "H", "H", "H", "H", "C", "O", "H", "H", "H", "C", "Si", "C", "C", "As", "Si", "C", "C", "C", "Si", "C", "C", "C", "H", "H", "H", "H", "H", "H", "H", "H", "H", "H", "H", "H", "H", "H", "H", "H", "H", "H", "H", "H", "H", "H", "H", "H", "H", "H", "H", "N", "C", "C", "C", "C", "C", "N", "C", "H", "H", "H", "H"], "positions_angstrom": [[-0.7460, 0.1452, 0.3964], [1.6774, -0.2156, -1.9733], [2.3067, 0.3349, -2.4530], [1.6133, -1.0300, -2.4871], [4.4296, 0.9215, -1.4617], [4.3953, 0.4989, 0.4346], [3.9352, 2.0908, 1.4635], [6.0251, -0.4574, 0.8738], [2.1254, -0.9926, 1.0843], [1.6802, -2.4959, -0.0195], [2.7356, -2.9870, -0.7935], [2.5642, -4.1157, -1.5779], [1.3300, -4.7574, -1.5995], [0.2772, -4.2709, -0.8361], [0.4486, -3.1339, -0.0598], [3.2702, -1.7088, 2.5705], [4.0107, -0.9817, 3.4923], [4.5159, -1.6043, 4.6227], [4.2855, -2.9594, 4.8311], [3.5463, -3.6856, 3.9125], [3.0419, -3.0718, 2.7704], [5.4235, 1.3592, -1.6039], [3.6920, 1.6772, -1.7263], [4.3622, 0.0527, -2.1116], [4.5747, 2.8757, 1.0487], [4.1381, 2.0149, 2.5274], [2.8984, 2.3870, 1.3124], [6.7632, 0.3391, 1.0132], [6.3392, -1.0700, 0.0304], [5.9872, -1.0629, 1.7707], [3.7124, -2.5094, -0.7677], [3.3874, -4.5009, -2.1644], [1.1932, -5.6406, -2.2088], [-0.6785, -4.7775, -0.8482], [-0.3798, -2.7591, 0.5329], [4.1806, 0.0790, 3.3711], [5.0841, -1.0310, 5.3428], [4.6852, -3.4466, 5.7100], [3.3636, -4.7403, 4.0700], [2.4821, -3.6637, 2.0601], [0.5226, -0.3636, 3.4240], [0.6919, -0.3917, 1.9904], [1.4025, -0.7790, 3.9078], [-0.3540, -0.9573, 3.6674], [0.3762, 0.6685, 3.7359], [-4.6091, 1.7267, 0.0949], [-4.0846, 0.6896, -1.3653], [-5.0431, 1.2681, -2.8620], [-4.3105, -1.1420, -1.0459], [-1.7150, 0.9634, -1.6544], [-1.2663, 3.3038, -1.6013], [-2.4795, 4.1694, -2.7206], [-1.4652, 3.7882, 0.1934], [0.5071, 3.5723, -2.1313], [-1.1337, -0.0716, -3.7363], [-2.6099, 0.0454, -4.8704], [0.2884, 0.8447, -4.5435], [-0.7633, -1.8678, -3.3432], [-5.6756, 1.5496, 0.2609], [-4.4889, 2.7923, -0.1058], [-4.0777, 1.4804, 1.0100], [-6.0463, 1.5405, -2.5230], [-5.1499, 0.4956, -3.6205], [-4.6135, 2.1529, -3.3314], [-5.2285, -1.3155, -0.4793], [-3.4768, -1.5575, -0.4762], [-4.3909, -1.6999, -1.9806], [-3.4881, 4.1597, -2.3045], [-2.5149, 3.7164, -3.7131], [-2.1845, 5.2138, -2.8477], [-2.4330, 3.4942, 0.5989], [-1.3718, 4.8717, 0.3014], [-0.6830, 3.3233, 0.7990], [0.6282, 3.5401, -3.2133], [1.1657, 2.8260, -1.6798], [0.8313, 4.5591, -1.7909], [-3.0239, 1.0519, -4.9249], [-3.4084, -0.6426, -4.5932], [-2.2747, -0.2248, -5.8761], [-0.1023, 1.5423, -5.2869], [0.9275, 0.1343, -5.0740], [0.9058, 1.4082, -3.8488], [-1.5986, -2.4993, -3.6512], [-0.6002, -2.0330, -2.2784], [0.1163, -2.2226, -3.8885], [-3.1714, 3.5152, 5.6554], [-3.2177, 2.5275, 5.0727], [-3.2626, 1.3069, 4.3190], [-4.0647, 0.2353, 4.7025], [-4.0502, -0.9052, 3.9182], [-3.2398, -0.9327, 2.7935], [-2.4663, 0.0894, 2.4239], [-2.4842, 1.1858, 3.1734], [-4.6815, 0.3035, 5.5881], [-4.6581, -1.7619, 4.1715], [-3.2167, -1.8093, 2.1560], [-1.8620, 2.0155, 2.8548]], "atomic_forces_ev_per_a": [[-0.4, 0.4, -0.4], [0.2, 0.1, 0.1], [-0.1, -0.1, -0.1], [0.0, -0.1, 0.1], [0.0, 0.1, 0.0], [0.0, 0.3, -0.2], [0.0, -0.1, 0.0], [-0.1, 0.0, 0.0], [0.6, -0.8, 1.0], [0.1, 0.2, -0.5], [0.1, -0.1, 0.1], [-0.1, 0.0, 0.0], [0.0, 0.0, 0.0], [0.1, -0.1, 0.0], [-0.2, 0.1, 0.3], [-0.2, -0.1, -0.2], [0.0, 0.1, 0.1], [0.0, 0.0, 0.0], [0.0, 0.0, 0.0], [0.0, 0.0, 0.0], [0.2, 0.0, 0.0], [0.0, 0.0, 0.0], [0.0, 0.0, 0.0], [0.0, 0.0, 0.0], [0.0, 0.0, 0.0], [0.0, 0.0, 0.0], [0.0, 0.0, 0.0], [0.0, 0.0, 0.0], [0.0, 0.0, 0.0], [0.0, 0.0, 0.1], [0.0, 0.0, 0.0], [0.0, 0.0, 0.0], [0.0, 0.0, 0.0], [0.0, 0.0, 0.0], [0.0, 0.0, 0.0], [0.0, 0.0, 0.0], [0.0, 0.0, 0.0], [0.0, 0.0, 0.0], [0.0, 0.0, 0.0], [0.0, 0.0, 0.0], [0.1, 0.1, -0.1], [0.1, 0.0, -0.3], [0.0, 0.0, 0.1], [0.0, 0.0, 0.0], [0.0, 0.0, 0.0], [0.0, 0.0, -0.1], [0.0, 0.0, 0.0], [0.0, 0.0, 0.1], [0.0, 0.0, 0.0], [-0.2, 0.0, 0.1], [0.0, -0.1, 0.0], [0.1, 0.0, 0.0], [0.0, 0.0, 0.0], [0.0, 0.0, 0.1], [0.0, 0.0, 0.0], [0.1, 0.0, 0.0], [0.0, 0.0, 0.0], [0.0, 0.0, 0.0], [0.0, 0.0, 0.0], [0.0, 0.0, 0.0], [0.0, 0.0, 0.0], [0.0, 0.0, 0.0], [0.0, 0.0, 0.0], [0.0, 0.0, 0.0], [0.0, 0.0, 0.0], [0.0, 0.0, 0.0], [0.0, 0.0, 0.0], [0.0, 0.0, 0.0], [0.0, 0.0, 0.0], [0.0, 0.0, 0.0], [0.0, 0.0, 0.0], [0.0, 0.0, 0.0], [0.0, 0.0, 0.0], [0.0, 0.0, 0.0], [0.0, 0.0, 0.0], [0.0, 0.0, 0.0], [0.0, 0.0, 0.0], [0.0, 0.0, 0.0], [0.0, 0.0, 0.0], [0.0, 0.0, 0.0], [0.0, 0.0, 0.0], [0.0, 0.0, 0.0], [0.0, 0.0, 0.0], [0.0, 0.0, 0.0], [0.0, 0.0, 0.0], [0.0, 0.0, 0.0], [0.0, 0.0, 0.0], [0.0, -0.1, 0.0], [0.0, 0.0, 0.0], [0.0, 0.0, 0.0], [-0.1, 0.0, 0.0], [0.0, -0.1, 0.1], [0.0, 0.1, 0.0], [0.0, 0.0, 0.0], [0.0, 0.0, 0.0], [0.0, 0.0, 0.0], [0.0, 0.0, 0.0]], "lowdin_spin": [0.009, 0.015, 0.000, 0.000, 0.044, 0.177, 0.060, 0.013, 0.259, 0.037, 0.014, -0.001, 0.013, 0.002, 0.010, 0.174, 0.015, 0.006, 0.007, 0.013, 0.041, 0.008, 0.000, 0.000, 0.012, 0.000, 0.001, 0.004, 0.000, 0.000, 0.001, 0.000, 0.001, 0.000, 0.000, 0.002, 0.001, 0.001, 0.002, 0.003, 0.002, 0.051, 0.000, 0.001, 0.000, 0.000, 0.000, 0.000, 0.000, 0.000, 0.000, 0.000, 0.000, 0.000, 0.000, 0.000, 0.000, 0.000, 0.000, 0.000, 0.000, 0.000, 0.000, 0.000, 0.000, 0.000, 0.000, 0.000, 0.000, 0.000, 0.000, 0.000, 0.000, 0.000, 0.000, 0.000, 0.000, 0.000, 0.000, 0.000, 0.000, 0.000, 0.000, 0.000, 0.000, 0.000, 0.000, 0.000, 0.000, 0.000, 0.000, 0.001, 0.000, 0.000, 0.000, 0.000, 0.000], "lumo_energy_ev": [-5.71, -8.60], "multiplicity": 2, "e_above_lowest_kj_mol": 24.4, "total_charge": 2}



# 2
{"formula": "C31H55BF9N2O14P2S2", "method": "wB97M-V/def2-TZVPD", "elements": ["C", "C", "O", "C", "O", "C", "O", "C", "C", "C", "O", "O", "B", "C", "C", "C", "S", "C", "S", "N", "C", "C", "N", "C", "O", "C", "C", "F", "F", "C", "F", "F", "C", "F", "F", "C", "F", "F", "F", "H", "H", "H", "H", "H", "H", "H", "H", "H", "H", "H", "H", "H", "H", "H", "H", "H", "H", "H", "H", "H", "H", "H", "H", "H", "O", "P", "O", "C", "C", "O", "C", "C", "O", "C", "C", "H", "H", "H", "H", "H", "H", "H", "H", "H", "H", "H", "H", "H", "H", "H", "O", "P", "O", "C", "C", "O", "C", "C", "O", "C", "C", "H", "H", "H", "H", "H", "H", "H", "H", "H", "H", "H", "H", "H", "H", "H"], "positions_angstrom": [[-2.3253, -4.4296, 0.2412], [-3.5601, -3.8621, 1.1692], [-4.9109, -4.2166, 0.6194], [-3.4057, -2.2336, 1.4582], [-2.9965, -2.0010, 2.8498], [-1.7251, -1.2693, 2.9529], [-0.7778, -2.1894, 2.3061], [-0.0258, -1.5535, 1.2150], [1.1080, -2.6219, 0.6516], [1.7437, -1.9248, -0.7162], [2.0986, -2.8152, 1.7255], [-1.9250, 0.0916, 2.3592], [-1.3161, 1.2023, 3.1661], [-0.2493, 2.0950, 2.2863], [1.1390, 2.4860, 3.0694], [2.4867, 1.7294, 2.4645], [3.8437, 1.4700, 3.7448], [3.9292, -0.3698, 4.0825], [2.7282, -1.0293, 5.1291], [4.9654, -1.3401, 3.5602], [5.6804, -2.3028, 4.5229], [6.7559, -3.2862, 3.7327], [6.5497, -2.7422, 2.3212], [5.5116, -1.6115, 2.1761], [-0.6214, 0.4068, 4.2317], [-1.0820, -1.0051, 4.4506], [-2.0616, -0.8233, 5.7454], [-1.5950, 0.4309, 6.4487], [-3.4925, -0.5940, 5.4357], [-1.9363, -2.0149, 6.8869], [-2.9718, -1.6440, 7.9267], [-0.6339, -1.9544, 7.6506], [-2.3466, -3.5061, 6.3777], [-3.6413, -3.5274, 5.6158], [-2.6133, -4.3260, 7.6161], [-1.2573, -4.3174, 5.4872], [0.1474, -3.8778, 5.5909], [-1.7228, -4.4209, 4.0529], [-1.2789, -5.7453, 5.9833], [-2.5816, -5.5469, -0.0794], [-2.1478, -3.8320, -0.7546], [-1.3447, -4.5182, 0.9079], [-3.5002, -4.3950, 2.2113], [-4.7189, -5.0905, 0.1254], [-4.5104, -1.7982, 1.3419], [-2.7615, -1.6904, 0.6473], [0.5456, -0.6256, 1.6612], [-0.6735, -1.1562, 0.3254], [0.6243, -3.6647, 0.3892], [1.5962, -2.6790, -1.6035], [1.1218, -0.9651, -0.9697], [2.8574, -1.5811, -0.5598], [2.8156, -2.1026, 1.5971], [-2.0774, 1.9815, 3.6644], [-0.7863, 3.1193, 1.9924], [0.0593, 1.5196, 1.2879], [1.0975, 2.3712, 4.2374], [1.3213, 3.6471, 2.8662], [2.2632, 0.6731, 1.9999], [2.8543, 2.4179, 1.5654], [5.5092, -2.3545, 5.6853], [7.4504, -4.1348, 4.1414], [5.1913, -1.0595, 1.1881], [-0.0529, -1.5536, 4.5437], [0.7274, 5.0631, 0.2065], [0.1616, 6.4874, -0.0133], [0.4709, 6.4608, -1.6454], [-0.1735, 5.4680, -2.4308], [-1.6400, 5.7924, -2.6392], [1.5550, 7.2375, 0.5102], [2.2261, 6.7153, 1.6491], [3.4425, 5.9163, 1.2062], [-0.4707, 8.0789, -0.2589], [0.2344, 9.0635, -1.0111], [-0.4498, 9.2954, -2.3472], [-0.0621, 4.4796, -1.9754], [0.3364, 5.4330, -3.3988], [-2.1500, 5.9572, -1.6864], [-2.1405, 4.9797, -3.1732], [-1.7529, 6.7073, -3.2285], [1.5504, 6.1055, 2.2572], [2.5447, 7.5576, 2.2691], [3.2071, 5.2104, 0.4068], [3.8707, 5.3629, 2.0468], [4.2098, 6.5915, 0.8101], [1.2861, 8.8163, -1.1634], [0.1951, 9.9909, -0.4262], [-0.2333, 8.4770, -3.0417], [-0.0917, 10.2167, -2.8125], [-1.5372, 9.3467, -2.2367], [-0.0792, -4.0856, -4.5743], [0.0304, -3.2086, -5.8456], [-1.4971, -2.5822, -5.6598], [-1.7751, -1.8392, -4.4815], [-1.1374, -0.4644, -4.5304], [-0.3222, -4.4704, -6.8761], [0.2588, -5.7426, -6.6229], [-0.7733, -6.6601, -5.9847], [0.1528, -2.2287, -7.2661], [-0.8801, -2.1902, -8.2479], [-1.6130, -0.8611, -8.1895], [-1.4431, -2.3827, -3.5921], [-2.8624, -1.7375, -4.4063], [-0.0647, -0.5306, -4.7306], [-1.2894, 0.0629, -3.5844], [-1.5787, 0.1376, -5.3304], [1.1496, -5.6489, -5.9938], [0.5831, -6.1622, -7.5790], [-1.2951, -6.1827, -5.1524], [-0.3044, -7.5794, -5.6225], [-1.5401, -6.9296, -6.7201], [-1.5880, -3.0158, -8.1596], [-0.3872, -2.2815, -9.2238], [-2.2973, -0.8320, -7.3352], [-2.2135, -0.7086, -9.0893], [-0.9169, -0.0247, -8.0750]], "atomic_forces_ev_per_a": [[-0.3, -1.0, 0.4], [1.1, 0.0, 0.8], [2.6, -1.2, -0.9], [-1.9, -0.3, -0.7], [1.5, 0.9, -0.9], [-1.4, 1.1, -0.7], [0.1, 2.5, -1.5], [1.3, -0.1, -0.1], [-0.7, 1.4, 0.0], [-0.7, -0.2, 0.3], [0.5, 1.4, -1.8], [0.3, -4.0, 0.7], [0.8, -1.0, 0.2], [1.3, 0.9, -1.1], [0.5, 1.1, -0.1], [-1.6, 0.0, -1.3], [0.5, -1.3, -0.9], [-2.1, -1.8, 1.2], [2.7, 1.4, -2.2], [2.8, -2.1, 0.1], [2.1, -1.9, -2.2], [-6.1, 6.9, -1.1], [-2.5, 2.1, 1.5], [2.8, -3.6, 4.3], [0.4, -2.6, 0.7], [0.4, 4.1, -1.8], [0.0, 1.9, 0.9], [-1.8, -4.1, -1.5], [4.4, -0.9, 1.0], [-1.3, 2.1, 2.9], [3.0, -1.4, -2.9], [-4.1, -0.7, -2.9], [-2.4, -1.6, 1.3], [4.5, 0.4, 2.6], [1.0, 2.6, -3.8], [1.1, -3.5, -1.8], [-5.2, -1.3, -0.5], [2.2, 0.7, 5.2], [0.3, 4.7, -1.7], [0.5, 2.2, 0.6], [-0.3, -0.9, 2.1], [-2.2, 0.5, -1.5], [0.1, 1.1, -1.9], [-0.6, 2.1, 1.2], [2.4, -0.9, 0.3], [-1.0, -1.1, 1.8], [-1.0, -1.7, -1.0], [0.8, -0.9, 1.7], [1.1, 2.2, 0.7], [0.7, 1.6, 1.6], [1.2, -1.7, 0.5], [-2.1, -1.0, -0.4], [-1.7, -1.7, 0.3], [-0.8, 0.1, 0.2], [1.3, -2.2, 0.3], [-0.6, 1.3, 1.8], [-0.1, -0.1, -2.3], [-0.2, -2.4, 0.5], [0.2, 2.0, 1.0], [-0.3, -1.6, 2.0], [-0.1, 0.6, -2.8], [-1.6, 2.0, -1.3], [0.9, -1.3, 2.4], [-2.5, 0.3, 0.5], [-4.2, 0.6, 1.9], [8.1, 2.5, -4.6], [-0.8, -0.3, -0.2], [0.0, -0.3, -0.3], [-0.1, 0.1, -0.3], [-1.2, 0.2, 0.9], [0.5, -0.5, 0.1], [0.3, 0.1, 0.0], [-2.4, -2.4, 2.3], [0.2, 0.4, -0.6], [-0.1, -0.4, -0.3], [0.0, 0.1, 0.1], [0.1, 0.1, 0.1], [0.0, -0.1, 0.0], [0.0, 0.0, 0.1], [0.0, -0.1, 0.1], [0.2, 0.0, -0.1], [-0.1, 0.1, -0.1], [-0.2, 0.0, 0.2], [0.0, 0.0, -0.1], [-0.1, -0.1, 0.1], [-0.2, -0.2, 0.1], [-0.1, -0.3, 0.2], [0.0, 0.1, 0.2], [0.0, 0.1, 0.1], [0.1, 0.1, 0.1], [4.0, 2.5, 0.0], [-8.7, -3.3, -3.3], [0.5, 0.6, 0.4], [-0.3, 0.2, 0.4], [-0.2, 0.2, -0.1], [1.5, 0.5, -0.1], [-0.3, -0.6, 0.3], [-0.2, -0.2, -0.1], [3.4, 0.2, 2.5], [-0.7, 0.3, -0.4], [-0.2, 0.1, 0.4], [0.0, 0.0, -0.1], [0.1, -0.1, -0.1], [0.1, 0.0, 0.1], [0.1, -0.1, -0.1], [0.1, -0.1, 0.1], [-0.2, 0.0, 0.0], [0.0, 0.2, 0.0], [0.3, 0.1, 0.0], [0.0, 0.1, 0.0], [0.1, 0.0, 0.1], [0.2, 0.0, 0.2], [0.2, -0.1, 0.3], [0.1, -0.1, -0.1], [0.1, -0.1, -0.1], [0.0, -0.1, -0.2]], "lowdin_charge": [-0.076, -0.311, -0.132, -0.102, -0.098, -0.327, -0.105, -0.122, -0.309, -0.059, -0.113, 0.009, -0.724, -0.126, -0.235, -0.463, 0.745, -0.931, 0.672, -0.179, -0.050, -0.076, -0.071, -0.077, -0.102, -0.027, -0.105, 0.004, 0.040, -0.079, -0.001, 0.017, -0.077, 0.044, 0.013, -0.115, 0.053, 0.035, 0.010, 0.081, 0.086, 0.084, 0.139, 0.098, 0.149, 0.128, 0.126, 0.129, 0.138, 0.080, 0.075, 0.079, 0.072, 0.091, 0.094, 0.100, 0.112, 0.088, 0.066, 0.090, 0.096, 0.092, 0.124, 0.138, -0.206, 0.801, -0.257, -0.300, -0.079, -0.253, -0.297, -0.076, -0.277, -0.295, -0.080, 0.105, 0.119, 0.073, 0.079, 0.066, 0.095, 0.115, 0.069, 0.076, 0.073, 0.111, 0.120, 0.060, 0.074, 0.080, -0.213, 0.791, -0.255, -0.296, -0.076, -0.253, -0.303, -0.077, -0.279, -0.294, -0.078, 0.098, 0.124, 0.071, 0.081, 0.067, 0.102, 0.114, 0.072, 0.077, 0.075, 0.111, 0.120, 0.062, 0.076, 0.081], "lumo_energy_ev": -1.10, "total_charge": -1}